C4H8N2O | wB97M-V/def2-TZVPD

```
! wB97M-V def2-TZVPD RIJCOSX def2/J DEFGRID3
* xyz 0 1
O -1.3071 0.6486 -2.2130
N 0.5688 0.9729 -1.0014
N -1.1264 -0.3917 1.2773
C 0.1141 -1.1805 1.1112
C -0.7583 0.6797 -1.1271
C -1.5684 0.4625 0.1525
C 0.2316 -0.1500 1.8585
H 1.0433 1.0008 -0.1156
H 0.4347 -2.0992 0.6533
H 1.0788 1.1902 -1.8437
H 2.2135 -1.2708 -0.8330
H -1.7970 1.4536 0.5659
H 0.7038 0.4854 2.5845
H -2.5170 0.0424 -0.1891
H 2.6856 -1.8438 -0.8803
*
```

Summary:
SMILES = NC(=O)CN1C=C1.[H][H]
Lowest unoccupied orbital energy = 0.899 eV
Frontier orbital gap = 9.372 eV


C4H8N2O | wB97M-V/def2-TZVPD

```
! wB97M-V def2-TZVPD RIJCOSX def2/J DEFGRID3
* xyz 0 1
O 2.7937 -0.4874 -0.1069
N 1.0528 0.9758 -0.0890
N 0.6658 -1.3120 -0.0761
C 1.5870 -0.2909 -0.0985
C -1.1608 0.1421 0.5041
C -0.3479 1.3389 0.0293
C -0.7503 -1.0860 -0.2953
H -1.3037 -1.9672 0.0426
H -0.9762 -0.9354 -1.3649
H -0.4458 2.1664 0.7405
H -2.2300 0.3474 0.3896
H -0.7414 1.6875 -0.9367
H 1.7514 1.7006 -0.1079
H 1.0698 -2.2278 -0.1951
H -0.9644 -0.0521 1.5643
*
```

Summary:
SMILES = O=C1NCCCN1
Lowest unoccupied orbital energy = 0.846 eV
Frontier orbital gap = 10.249 eV


C4H8N2O | wB97M-V/def2-TZVPD

```
! wB97M-V def2-TZVPD RIJCOSX def2/J DEFGRID3
* xyz 0 1
O 1.5630 -1.0275 0.4284
N -1.1107 -1.7584 0.2239
N 0.0014 0.6280 0.2225
C -2.0939 0.5745 -1.1260
C -0.9850 0.3328 -0.4706
C 2.2810 1.2677 0.5535
C 1.2703 0.1625 0.3574
H 2.1202 2.0677 -0.1708
H -3.0963 0.2239 -0.9484
H -0.1176 -1.9800 0.3246
H -1.5349 -2.3650 -0.4709
H 3.2871 0.8684 0.4341
H -2.1592 1.1898 -2.0128
H -1.5856 -1.8858 1.1082
H 2.1602 1.7014 1.5469
*
```

Summary:
SMILES = C=C=NC(C)=O.N
Lowest unoccupied orbital energy = 0.764 eV
Frontier orbital gap = 9.282 eV


C4H8N2O | wB97M-V/def2-TZVPD

```
! wB97M-V def2-TZVPD RIJCOSX def2/J DEFGRID3
* xyz 0 1
O 1.8187 1.2159 0.0835
N -0.9136 1.7583 0.0776
N -2.3079 -0.0727 -0.0104
C 0.7642 -1.0400 0.5948
C -1.1411 0.5389 -0.0843
C 1.3366 -0.1126 -0.3909
C -0.1398 -0.5477 -0.5645
H 0.0985 2.1429 -0.0876
H 2.7652 0.8981 0.3019
H -2.4404 -0.9557 0.1914
H 1.0580 -2.0713 0.4745
H 2.0603 -0.2898 -1.3686
H -3.0755 0.5531 0.3133
H 0.5510 -0.7366 1.6779
H -0.4342 -1.2808 -1.2084
*
```

Summary:
SMILES = [H]/N=C(/N)[C@@H]1C[C@@H]1O
Lowest unoccupied orbital energy = 0.803 eV
Frontier orbital gap = 9.811 eV


C4H8N2O | wB97M-V/def2-TZVPD

```
! wB97M-V def2-TZVPD RIJCOSX def2/J DEFGRID3
* xyz 0 1
O -0.2914 1.9481 1.6685
N 1.2571 -1.7488 -1.7310
N 0.1494 -2.7898 -0.1268
C -0.3992 0.6615 -0.3216
C 0.2024 -1.6798 0.3006
C 0.5528 -0.3647 0.2139
C -1.2082 1.3289 0.7868
H 1.4030 -0.0172 0.7962
H 2.0359 -1.9549 -1.0977
H 0.1811 1.4343 -0.8367
H 1.6816 -1.9705 -2.6551
H -1.8149 0.5711 1.3056
H -1.8938 2.0642 0.3383
H -0.7849 2.3225 2.4074
H -1.0709 0.1953 -1.0484
*
```

Summary:
Lowest unoccupied orbital energy (spin up / spin down) = -0.234 / -0.674 eV
Frontier orbital gap (spin up / spin down) = 8.682 / 9.136 eV


C4H8N2O | wB97M-V/def2-TZVPD

```
! wB97M-V def2-TZVPD RIJCOSX def2/J DEFGRID3
* xyz 0 1
O 1.2597 -2.1478 -0.1577
N 2.0549 -0.8556 -1.8220
N -0.7912 1.0367 0.6468
C 0.3037 0.9989 1.3675
C 1.1462 -1.1332 -0.8227
C -1.8424 0.0622 0.5684
C -1.1855 0.6487 -0.6484
H -0.2361 -0.0854 -0.9698
H 1.9545 -0.0514 -2.4172
H 1.0352 1.8002 1.2997
H 0.2740 0.3643 2.2488
H -1.5783 -0.9636 0.8250
H -2.7792 0.4399 0.9810
H -1.7029 1.3326 -1.3220
H 2.8749 -1.4429 -1.9474
*
```

Summary:
Lowest unoccupied orbital energy (spin up / spin down) = -0.431 / 0.605 eV
Frontier orbital gap (spin up / spin down) = 6.047 / 8.204 eV


C4H8N2O | wB97M-V/def2-TZVPD

```
! wB97M-V def2-TZVPD RIJCOSX def2/J DEFGRID3
* xyz 0 1
O -2.1939 0.9878 0.1569
N 2.4678 -0.1472 -0.1485
N 0.3752 1.9363 -0.0951
C 0.1565 0.5677 -0.1285
C 1.0122 -0.4303 0.0150
C -1.7907 -1.3461 -0.0920
C -1.3700 0.1025 0.0259
H -1.3912 -1.7825 -1.0050
H -2.8773 -1.4064 -0.1076
H 2.7230 0.8128 -0.3288
H 0.8584 2.2734 0.7281
H 3.1013 -0.6098 0.4855
H -0.4869 2.4426 -0.2678
H 0.8325 -1.4891 0.0020
H -1.4168 -1.9116 0.7600
*
```

Summary:
SMILES = CC(=O)/C(N)=C/N
Lowest unoccupied orbital energy = 0.864 eV
Frontier orbital gap = 8.977 eV


C4H8N2O | wB97M-V/def2-TZVPD

```
! wB97M-V def2-TZVPD RIJCOSX def2/J DEFGRID3
* xyz 0 1
O 1.3324 -1.0320 -0.9499
N 2.4001 0.2845 0.4911
N -0.5805 1.3761 0.1720
C -0.2986 -0.0163 0.0396
C 1.2336 -0.3344 0.0392
C -1.1683 -1.1257 0.5968
C -0.8826 0.7562 -1.1188
H -1.3764 1.5430 0.7655
H 2.6800 0.6664 1.3814
H 3.0488 0.4304 -0.2758
H -0.3003 1.0890 -1.9793
H -2.2328 -0.9414 0.4002
H -0.9141 -2.0912 0.1392
H -1.9396 0.5919 -1.3738
H -1.0017 -1.1965 1.6724
*
```

Summary:
SMILES = C[C@@]1(C(N)=O)CN1
Lowest unoccupied orbital energy = 0.955 eV
Frontier orbital gap = 10.183 eV


Computed values of relative energy (zero: lowest compared OMol25 entry of this formula, charge and spin) (unit: kJ/mol) for the preceding records, in sequence: 511.16 4.56 293.89 377.98 570.26 583.51 166.38 279.99.
Computed values of DFT total energy (unit: eV) for the preceding records, in sequence: -9301.095 -9306.346 -9303.347 -9302.476 -9300.483 -9300.346 -9304.669 -9303.491.
Computed values of max |F| (unit: eV/Å) for the preceding records, in sequence: 0.4 0.3 2.1 7.6 2.0 1.6 4.9 2.8.